1 | This record from the OMol25 dataset describes an isolated molecule of C2H4N2S3. The level of theory is the ωB97M-V functional and the def2-TZVPD basis.

Geometry as XYZ:
```
11
C2H4N2S3 | the OMol25 dataset | the ωB97M-V functional and the def2-TZVPD basis
S 3.407 0.879 -0.255
N 2.586 -0.022 0.930
C 1.337 -0.203 0.876
S 0.273 0.405 -0.400
C -1.307 -0.320 0.142
N -2.358 -0.192 -0.602
S -3.770 -0.923 -0.004
H 4.675 0.834 0.309
H 0.851 -0.723 1.682
H -1.280 -0.890 1.112
H -4.576 -0.369 -0.977
```

Computed properties:
E_HOMO: -0.31637 hartree
HOMO-LUMO gap: 9.2 eV
SMILES: S/N=C\S/C=N/S

2 | This record from the OMol25 dataset describes an isolated molecule of C2H4N2S3. The level of theory is the ωB97M-V functional and the def2-TZVPD basis.

Geometry as XYZ:
```
11
C2H4N2S3 | the OMol25 dataset | the ωB97M-V functional and the def2-TZVPD basis
S -3.174 0.284 -1.214
C -1.597 -0.225 -0.774
N -0.523 0.700 -0.596
C 0.526 0.887 0.353
S 0.910 2.325 1.063
N 1.317 -0.065 0.693
S 1.477 -1.552 -0.317
H -1.145 -1.379 -0.770
H -1.006 1.704 -0.581
H 2.103 -0.045 1.412
H 1.112 -2.635 0.732
```

Computed properties:
E_HOMO: -0.32535 hartree
HOMO-LUMO gap: 8.2 eV
SMILES: S=CNC(=S)NS

Least stable of them? 2.

1 | This record from the OMol25 dataset describes an isolated molecule of C2H4N2S3. The level of theory is the ωB97M-V functional and the def2-TZVPD basis.

Geometry as XYZ:
```
11
C2H4N2S3 | the OMol25 dataset | the ωB97M-V functional and the def2-TZVPD basis
N 0.148 1.796 0.505
N 1.009 0.745 0.151
C 0.608 -0.429 -0.349
S 1.618 -1.599 -0.981
C -0.879 -0.693 -0.432
S -1.876 0.142 -1.385
S -1.442 -2.017 0.496
H -0.393 2.155 -0.295
H -0.563 1.507 1.221
H 2.003 0.925 0.290
H -0.233 -2.533 0.779
```

Computed properties:
E_HOMO: -0.32272 hartree
HOMO-LUMO gap: 7.9 eV
SMILES: NNC(=S)C(=S)S

2 | This record from the OMol25 dataset describes an isolated molecule of C2H4N2S3. The level of theory is the ωB97M-V functional and the def2-TZVPD basis.

Geometry as XYZ:
```
11
C2H4N2S3 | the OMol25 dataset | the ωB97M-V functional and the def2-TZVPD basis
N 1.184 1.347 1.020
S 1.060 -0.328 0.552
C -0.515 -0.043 -0.517
N -0.778 1.113 -0.926
S -2.120 1.333 -1.841
S -2.574 -0.706 -1.945
C -1.584 -1.137 -0.529
H 0.975 1.423 1.950
H 2.066 1.604 0.838
H -0.954 -2.131 -0.652
H -2.067 -0.997 0.505
```

Computed properties:
E_HOMO: -0.29524 hartree
HOMO-LUMO gap: 8.5 eV
SMILES: NSC1=NSSC1

Least stable of them? 2.

1 | This record from the OMol25 dataset describes a structure of composition C4H7ClOS2. The level of theory is the ωB97M-V functional and the def2-TZVPD basis.

Geometry as XYZ:
```
15
C4H7ClOS2 | the OMol25 dataset | the ωB97M-V functional and the def2-TZVPD basis
C 1.571 -0.551 0.600
C 1.676 1.015 0.423
C -0.356 2.098 -0.209
C -1.736 -0.346 0.450
H 1.697 -0.594 1.685
H 0.498 -0.911 0.164
H 2.725 0.972 1.166
H 1.730 1.380 -0.567
H -0.964 3.252 0.176
H 0.254 2.361 -1.140
H -1.294 -0.174 1.412
O 0.519 1.773 0.904
S -1.393 0.772 -0.861
S -2.716 -1.548 0.219
Cl 2.943 -1.256 -0.438
```

Computed properties:
E_HOMO: -0.33111 hartree
HOMO-LUMO gap: 8.6 eV

2 | This record from the OMol25 dataset describes a structure of composition C4H7ClOS2. The level of theory is the ωB97M-V functional and the def2-TZVPD basis.

Geometry as XYZ:
```
15
C4H7ClOS2 | the OMol25 dataset | the ωB97M-V functional and the def2-TZVPD basis
C -0.035 0.229 0.708
C -0.721 0.276 -0.601
C 0.990 -0.948 0.612
C 0.420 0.073 -1.641
O 0.523 3.107 -1.144
S 1.653 -1.049 -1.137
S 1.499 2.172 -1.632
Cl 1.262 2.193 -3.716
H 0.415 1.196 0.746
H -0.629 0.013 1.538
H -1.533 -0.463 -0.687
H -1.113 1.425 -0.773
H 1.785 -0.729 1.343
H 0.490 -1.978 0.831
H 0.177 0.271 -2.687
```

Computed properties:
E_HOMO (alpha / beta): -0.29835 / -0.29838 hartree
HOMO-LUMO gap (alpha / beta): 8.2 / 8.2 eV

Least stable of them? 1.

1 | This record from the OMol25 dataset describes a cluster of 2 separate species, C5H6O2S in total. The level of theory is the ωB97M-V functional and the def2-TZVPD basis.

Geometry as XYZ:
```
14
C5H6O2S | the OMol25 dataset | the ωB97M-V functional and the def2-TZVPD basis
C 0.498 1.023 1.704
C -0.737 1.659 1.791
C 0.311 -2.554 -1.778
C 0.259 0.153 0.669
C -0.469 0.119 -0.566
O -1.444 2.183 0.875
O 1.873 -0.792 -2.830
S 1.783 -1.785 -1.757
H 1.037 0.778 2.612
H -1.060 1.852 2.836
H -0.034 -3.007 -0.877
H -1.446 0.403 -0.183
H -0.424 -0.838 -1.098
H -0.147 0.805 -1.398
```

Computed properties:
E_HOMO (alpha / beta): -0.35964 / -0.32237 hartree
HOMO-LUMO gap (alpha / beta): 8.5 / 6.3 eV

2 | This record from the OMol25 dataset describes an isolated molecule of C5H6O2S. The level of theory is the ωB97M-V functional and the def2-TZVPD basis.

Geometry as XYZ:
```
14
C5H6O2S | the OMol25 dataset | the ωB97M-V functional and the def2-TZVPD basis
C 2.156 -1.018 0.269
C 0.730 -0.478 0.473
S -0.590 -1.485 -0.370
C -1.892 -0.343 0.091
C -1.722 0.943 0.314
O -0.591 1.605 -0.071
C 0.629 0.993 -0.038
O 1.541 1.672 -0.424
H 2.358 -1.092 -0.751
H 2.835 -0.320 0.803
H 2.303 -1.960 0.744
H 0.396 -0.369 1.472
H -2.896 -0.754 0.239
H -2.556 1.451 0.719
```

Computed properties:
E_HOMO: -0.32739 hartree
HOMO-LUMO gap: 9.6 eV
SMILES: C[C@@H]1SC=COC1=O

Least stable of them? 1.

1 | This record from the OMol25 dataset describes a cluster of 4 separate species, C2H10O4 in total. The level of theory is the ωB97M-V functional and the def2-TZVPD basis.

Geometry as XYZ:
```
16
C2H10O4 | the OMol25 dataset | the ωB97M-V functional and the def2-TZVPD basis
C -0.926 -1.370 1.204
C 0.395 -1.215 1.907
O 0.670 -1.699 2.961
H -1.413 -0.395 1.321
H -1.666 -2.114 1.479
H -0.698 -1.434 0.137
H 1.048 -0.539 1.330
O -3.346 1.399 -0.868
H -3.800 0.785 -1.406
H -2.395 1.305 -0.917
O 0.687 -0.034 -1.840
H -0.230 0.231 -2.001
H 1.279 0.681 -2.129
O 3.173 1.288 -0.579
H 3.236 1.537 0.345
H 3.985 1.575 -0.944
```

Computed properties:
E_HOMO: -0.35604 hartree
HOMO-LUMO gap: 10.0 eV
SMILES: CC=O.O.O.O

2 | This record from the OMol25 dataset describes a cluster of 4 separate species, C2H10O4 in total. The level of theory is the ωB97M-V functional and the def2-TZVPD basis.

Geometry as XYZ:
```
16
C2H10O4 | the OMol25 dataset | the ωB97M-V functional and the def2-TZVPD basis
C -1.098 -1.678 1.595
C -0.294 -1.030 0.504
O 0.865 -0.732 0.653
H -1.669 -0.917 2.127
H -0.442 -2.253 2.235
H -1.859 -2.360 1.193
H -0.827 -0.833 -0.442
O 2.231 -1.106 -1.943
H 2.420 -1.245 -1.010
H 2.273 -0.159 -2.087
O -0.381 -1.635 -2.906
H -0.520 -2.584 -2.966
H 0.553 -1.563 -2.635
O -1.432 5.621 2.562
H -1.168 4.766 2.218
H -0.621 6.069 2.812
```

Computed properties:
E_HOMO: -0.37032 hartree
HOMO-LUMO gap: 10.7 eV
SMILES: CC=O.O.O.O

Least stable of them? 1.

1 | This record from the OMol25 dataset describes an isolated molecule of C3H4O3. The level of theory is the ωB97M-V functional and the def2-TZVPD basis.

Geometry as XYZ:
```
10
C3H4O3 | the OMol25 dataset | the ωB97M-V functional and the def2-TZVPD basis
O -2.018 -0.167 0.722
C -0.825 -0.041 0.727
C 0.002 0.415 -0.463
O 0.413 1.745 -0.224
C 0.848 -0.983 -0.595
O 0.269 -1.847 0.029
H -0.188 -0.152 1.639
H -0.613 0.475 -1.369
H 0.418 1.941 0.728
H 1.695 -1.385 -1.194
```

Computed properties:
E_HOMO: -0.35866 hartree
HOMO-LUMO gap: 9.9 eV
SMILES: O=CC(O)C=O

2 | This record from the OMol25 dataset describes an isolated molecule of C3H4O3. The level of theory is the ωB97M-V functional and the def2-TZVPD basis.

Geometry as XYZ:
```
10
C3H4O3 | the OMol25 dataset | the ωB97M-V functional and the def2-TZVPD basis
C 1.091 -0.553 -0.005
C -0.219 0.197 0.117
O -0.216 1.329 1.012
O -0.984 0.385 -1.214
C -1.567 -0.250 -0.286
O -2.626 -0.622 0.038
H 1.052 -1.398 -0.728
H 1.296 -1.078 0.920
H 1.813 0.021 -0.602
H 0.361 1.969 0.749
```

Computed properties:
E_HOMO: -0.37884 hartree
HOMO-LUMO gap: 10.9 eV
SMILES: C[C@@]1(O)OC1=O

3 | This record from the OMol25 dataset describes a structure of composition C3H4O3. The level of theory is the ωB97M-V functional and the def2-TZVPD basis.

Geometry as XYZ:
```
10
C3H4O3 | the OMol25 dataset | the ωB97M-V functional and the def2-TZVPD basis
C 0.870 -1.025 0.129
C -0.080 0.311 -0.046
C -1.622 0.349 0.089
H 1.796 0.788 -0.809
H 0.818 -1.348 1.251
H 0.421 -1.688 -0.775
H -2.023 1.398 0.835
O 2.204 -0.289 0.002
O 0.417 1.406 -0.035
O -2.122 -0.737 -0.159
```

Computed properties:
E_HOMO: -0.36931 hartree
HOMO-LUMO gap: 9.1 eV

Least stable of them? 3.

1 | This record from the OMol25 dataset describes an isolated molecule of C3H4O3. The level of theory is the ωB97M-V functional and the def2-TZVPD basis.

Geometry as XYZ:
```
10
C3H4O3 | the OMol25 dataset | the ωB97M-V functional and the def2-TZVPD basis
O 1.994 0.591 -0.203
C 1.260 -0.397 0.474
C -0.303 -0.110 0.312
O -0.464 0.744 -0.586
C -1.968 -0.061 -0.139
O -2.390 -0.954 -0.810
H 1.381 1.096 -0.768
H 1.490 -1.394 0.060
H 1.516 -0.390 1.537
H -2.504 0.881 0.122
```

Computed properties:
E_HOMO: -0.35652 hartree
HOMO-LUMO gap: 10.0 eV

2 | This record from the OMol25 dataset describes a cluster of 2 separate species, C3H4O3 in total. The level of theory is the ωB97M-V functional and the def2-TZVPD basis.

Geometry as XYZ:
```
10
C3H4O3 | the OMol25 dataset | the ωB97M-V functional and the def2-TZVPD basis
O 1.476 0.365 1.073
C 1.036 -0.602 0.527
C 0.062 -1.642 0.281
O 1.397 -1.480 -0.393
H 0.007 -2.517 0.924
H -0.780 -1.446 -0.376
C -0.799 1.842 -0.501
O -0.616 0.879 -1.207
H -0.265 1.968 0.458
H -1.517 2.634 -0.786
```

Computed properties:
E_HOMO: -0.37949 hartree
HOMO-LUMO gap: 11.0 eV
SMILES: O=C1CO1.C=O

3 | This record from the OMol25 dataset describes an isolated molecule of C3H4O3. The level of theory is the ωB97M-V functional and the def2-TZVPD basis.

Geometry as XYZ:
```
10
C3H4O3 | the OMol25 dataset | the ωB97M-V functional and the def2-TZVPD basis
O -1.419 -1.443 0.173
C -0.951 -0.468 1.067
C 0.194 0.416 0.700
O 0.529 0.108 -0.558
C 1.503 0.906 -1.170
O 1.594 2.079 -1.026
H -1.150 -1.175 -0.715
H -1.740 0.259 1.345
H -0.673 -0.954 2.012
H 2.113 0.273 -1.827
```

Computed properties:
E_HOMO: -0.34571 hartree
HOMO-LUMO gap: 9.5 eV

4 | This record from the OMol25 dataset describes an isolated molecule of C3H4O3. The level of theory is the ωB97M-V functional and the def2-TZVPD basis.

Geometry as XYZ:
```
10
C3H4O3 | the OMol25 dataset | the ωB97M-V functional and the def2-TZVPD basis
O -0.572 -1.067 1.950
C -0.813 -0.364 1.003
C -0.054 -0.419 -0.330
O -0.869 0.056 -1.355
C 1.177 0.461 -0.166
O 1.180 1.584 -0.612
H -1.606 0.412 1.005
H 0.250 -1.458 -0.511
H -0.587 0.971 -1.526
H 2.037 0.047 0.387
```

Computed properties:
E_HOMO: -0.37629 hartree
HOMO-LUMO gap: 10.3 eV
SMILES: O=CC(O)C=O

Least stable of them? 1.